A molecular structure, C43H43GeN2O4SSb2Tc in a non-equilibrium geometry, computed with ωB97M-V/def2-TZVPD.

The value obtained for the maximum force is 0.1285 hartree/bohr. Its multiplicity is 1. As for the HOMO energy (alpha / beta): -13.18 / -13.18 eV. The electronic energy is -139060.325 eV. Its charge is +2. For the gap between HOMO and LUMO (alpha / beta), the calculation gives 4.58 / 5.37 eV.

CARTESIAN COORDINATES (ANGSTROEM)
Tc: 0.93463 -0.08691 0.51216
C: -1.53473 2.52627 2.22107
Sb: -0.63602 0.52182 2.78822
C: -2.53827 -0.04802 3.61698
C: 0.52230 0.99465 4.66713
C: 0.44845 -0.13330 5.62183
C: -0.49101 -0.04275 6.62299
C: -0.82010 -1.05641 7.49474
C: -0.11119 -2.24116 7.36677
C: 0.88236 -2.36653 6.38682
C: 1.22604 -1.32183 5.51030
C: 2.37232 -1.54914 4.46427
Sb: 1.66281 -2.12459 2.41242
C: 3.38515 -3.12010 1.46491
C: 0.36282 -3.83868 2.49524
H: -2.41293 2.78891 2.87872
H: -1.92340 2.46535 1.25115
H: -0.82279 3.40321 2.35730
H: -2.44740 -0.45587 4.59848
H: -2.94201 -0.78989 2.93312
H: -3.15806 0.87024 3.74371
H: 0.11103 1.96212 4.99215
H: 1.59637 1.10860 4.39004
H: -0.97410 0.97586 6.70404
H: -1.49290 -0.94000 8.34259
H: -0.22621 -3.02866 8.11620
H: 1.47236 -3.28837 6.39673
H: 3.01616 -2.38341 4.72978
H: 2.98420 -0.64932 4.45474
H: 4.18545 -2.30990 1.33528
H: 3.15056 -3.43756 0.39878
H: 3.69592 -4.00568 2.05258
H: 0.45267 -4.15034 3.54670
H: 0.73730 -4.67847 1.86734
H: -0.69484 -3.62195 2.20394
S: 2.51092 1.35156 1.71853
C: 3.50070 0.83701 0.36088
C: 4.89391 1.25691 0.04869
C: 5.38811 0.72774 -1.08757
C: 4.61028 -0.14750 -2.00902
C: 3.37492 -0.55087 -1.63010
N: 2.80161 0.04434 -0.48939
H: 5.42654 1.97433 0.62738
H: 6.43115 0.72637 -1.40148
H: 5.15493 -0.41172 -2.91931
H: 2.82770 -1.41481 -2.00023
O: -1.08266 -1.58971 0.46642
C: -0.38453 -2.27932 -0.36478
O: 0.89072 -2.03328 -0.56431
C: -1.00875 -3.34936 -1.08111
C: -2.42563 -3.45665 -1.21394
C: -2.93405 -4.46235 -1.99941
C: -2.22830 -5.55044 -2.47440
C: -0.89228 -5.41282 -2.35160
C: -0.26514 -4.32951 -1.75761
N: -0.15432 -6.68379 -2.58394
O: 1.06277 -6.64211 -2.29253
O: -0.78023 -7.72706 -2.85649
H: -3.07758 -2.64248 -0.85709
H: -3.99740 -4.36995 -2.25451
H: -2.71719 -6.30804 -3.14932
H: 0.78680 -4.27925 -1.93821
C: -0.03934 0.92323 -0.62411
Ge: -0.58176 1.97115 -2.05025
C: -2.57328 2.30598 -2.15889
C: -3.49035 1.29897 -1.97647
C: -4.85391 1.61542 -1.94506
C: -5.33134 2.92869 -2.03516
C: -4.35312 4.00384 -2.01981
C: -3.02403 3.62247 -2.22365
C: 0.13000 3.76757 -1.99553
C: 1.14628 4.15225 -2.83771
C: 1.65977 5.47018 -2.75988
C: 1.17069 6.36462 -1.79587
C: 0.23412 5.92188 -0.90324
C: -0.39305 4.66632 -1.08303
C: -0.23851 1.29453 -3.79973
C: 0.86987 0.50707 -4.15656
C: 0.98266 0.01427 -5.45401
C: 0.11187 0.50194 -6.44105
C: -0.79286 1.55081 -6.16690
C: -0.94756 1.92832 -4.81974
H: -3.20702 0.28103 -1.79314
H: -5.57011 0.81939 -1.82618
H: -6.41100 3.09656 -2.09109
H: -4.58567 5.04824 -2.11098
H: -2.29597 4.39864 -2.39198
H: 1.47409 3.59306 -3.65427
H: 2.50953 5.64904 -3.41629
H: 1.46060 7.43194 -1.78118
H: -0.01708 6.58681 -0.08401
H: -1.27830 4.36245 -0.45470
H: 1.62586 0.29646 -3.42367
H: 1.72194 -0.75460 -5.67799
H: 0.22590 0.21387 -7.47456
H: -1.33938 2.20346 -6.86877
H: -1.68549 2.73869 -4.58932

A molecular structure, C43H43I2N7OSbTi in a non-equilibrium geometry, computed with ωB97M-V/def2-TZVPD.

The value obtained for the maximum force is 0.0578 hartree/bohr. Its multiplicity is 3. As for the HOMO energy (alpha / beta): -3.84 / -4.53 eV. The electronic energy is -103622.394 eV. Its charge is -1. For the gap between HOMO and LUMO (alpha / beta), the calculation gives 5.67 / 6.36 eV.

CARTESIAN COORDINATES (ANGSTROEM)
Ti: -0.23450 -0.93760 -0.64410
I: 7.14240 -1.38500 -2.63180
C: 5.12610 -0.92520 -2.19140
C: 4.13700 -1.37150 -3.04620
C: 2.82820 -1.05420 -2.75110
I: 1.22510 -1.74820 -3.94240
C: 2.45570 -0.29190 -1.63130
O: 1.22350 -0.00390 -1.37030
C: 3.50810 0.13600 -0.78370
C: 3.08570 0.85040 0.47070
N: 2.16560 0.06100 1.27860
C: 2.68290 -1.26570 1.56920
C: 2.44850 -2.37370 0.56270
C: 3.41600 -3.35810 0.50440
C: 3.24710 -4.49760 -0.27560
C: 2.05670 -4.56680 -1.01100
C: 1.13610 -3.55920 -0.91030
N: 1.26000 -2.44470 -0.12520
C: 4.81910 -0.18920 -1.06060
H: 4.37300 -1.95430 -3.92330
H: 2.57270 1.78550 0.21790
H: 3.96150 1.08040 1.08620
H: 1.26260 -0.01420 0.79160
H: 2.23730 -1.59960 2.51880
H: 3.76320 -1.17110 1.74200
H: 4.30960 -3.24920 1.10510
H: 3.97370 -5.29430 -0.28580
H: 1.84720 -5.41650 -1.64380
H: 0.20460 -3.63950 -1.45870
H: 5.59960 0.13020 -0.38430
C: -3.77470 -4.71910 1.46750
C: -4.37000 -4.14030 0.35730
C: -3.63190 -3.36880 -0.51390
C: -2.26140 -3.14310 -0.29890
C: -1.67400 -3.73160 0.83370
C: -2.42570 -4.49660 1.69980
N: -1.53430 -2.30740 -1.10920
C: -1.94100 -2.06150 -2.40120
C: -2.35740 -3.03800 -3.30480
C: -2.66490 -2.69620 -4.60940
C: -2.60830 -1.36830 -5.02090
C: -2.19560 -0.37800 -4.15580
C: -1.81660 -0.70770 -2.84350
N: -1.35550 0.15660 -1.90120
N: -1.08720 1.39600 -2.29490
C: -1.21120 2.40570 -1.43280
C: -0.73110 3.68690 -1.81740
C: -1.10890 4.78500 -1.09250
C: -1.97400 4.62050 -0.00740
C: -2.32930 3.32920 0.34300
N: -1.93860 2.24620 -0.30020
H: -4.35600 -5.32070 2.15180
H: -5.42770 -4.28750 0.17850
H: -4.11630 -2.89320 -1.35580
H: -0.62440 -3.55840 1.03730
H: -1.95140 -4.92450 2.57310
H: -2.40650 -4.07090 -2.98530
H: -2.94050 -3.46700 -5.31350
H: -2.87870 -1.11570 -6.03510
H: -2.13360 0.65500 -4.46610
H: -0.09700 3.76850 -2.68610
H: -0.77080 5.77610 -1.37190
H: -2.35350 5.47100 0.54010
H: -3.00160 3.14890 1.17470
C: 1.75750 5.02020 3.32860
C: 1.61830 4.08190 2.14530
Sb: 0.27750 2.32780 2.41140
C: -1.31210 3.50040 3.43350
C: -1.19830 3.70690 4.93110
C: 1.25530 1.65170 4.27450
C: 2.74320 1.38910 4.15070
H: 2.53210 5.76940 3.14390
H: 2.03440 4.47510 4.22910
H: 0.82340 5.54750 3.50990
H: 2.59320 3.67780 1.87000
H: 1.23780 4.63000 1.28160
H: -2.23840 2.97080 3.21640
H: -1.36370 4.46200 2.92120
H: -1.27240 2.75570 5.45850
H: -2.00980 4.34930 5.28240
H: -0.25800 4.18690 5.19840
H: 0.74610 0.73000 4.55360
H: 1.07170 2.38190 5.05790
H: 2.92550 0.62920 3.39770
H: 3.14630 1.03810 5.10440
H: 3.28300 2.29340 3.87170
N: -4.67890 -1.56040 5.17920
C: -3.93180 -1.34100 4.33160
C: -3.01760 -1.07470 3.29860
C: -3.46090 -0.63850 2.04530
C: -2.55610 -0.43200 1.02440
C: -1.17270 -0.65870 1.16750
C: -0.76430 -1.05700 2.45160
C: -1.64650 -1.25110 3.49870
H: -4.52030 -0.48570 1.88080
H: -2.94000 -0.07710 0.07290
H: 0.28360 -1.24740 2.65790
H: -1.29170 -1.56920 4.47310

A molecular structure, C43H43N11O2S3Ti in a non-equilibrium geometry, computed with ωB97M-V/def2-TZVPD.

The value obtained for the maximum force is 0.0397 hartree/bohr. Its multiplicity is 1. As for the HOMO energy: -12.92 eV. The electronic energy is -121384.780 eV. Its charge is +2. For the gap between HOMO and LUMO, the calculation gives 6.17 eV.

CARTESIAN COORDINATES (ANGSTROEM)
Ti: -0.42665 -0.17557 0.10379
N: 3.70762 -1.18649 -1.86570
C: 2.66549 -1.39211 -1.03463
S: 1.54730 -2.63313 -1.37060
N: 2.55648 -0.60427 0.01541
N: 1.46971 -0.64795 0.77720
C: 1.64151 -0.60585 2.07548
C: 3.00122 -0.69133 2.65168
C: 3.93209 0.30575 2.37588
C: 5.23575 0.18416 2.81557
C: 5.62530 -0.93350 3.53444
C: 4.69598 -1.91377 3.83816
C: 3.38889 -1.80136 3.39801
C: 0.45672 -0.50180 2.89380
C: 0.52541 -0.47156 4.29327
C: -0.63922 -0.39224 5.02704
C: -1.85198 -0.35634 4.34434
C: -1.84596 -0.37666 2.96039
N: -0.72564 -0.43460 2.23801
H: 3.92542 -1.92159 -2.51901
H: 4.47464 -0.61490 -1.54708
H: 3.61885 1.18997 1.84418
H: 5.94843 0.96093 2.59151
H: 6.64880 -1.03626 3.85638
H: 4.99018 -2.77230 4.41951
H: 2.67178 -2.57844 3.61895
H: 1.48856 -0.51237 4.77387
H: -0.61210 -0.36430 6.10560
H: -2.78261 -0.30172 4.88216
H: -2.77437 -0.32878 2.40013
N: -2.35801 0.67814 -0.59814
C: -3.40255 -0.04505 -1.35312
C: -3.14646 -0.04951 -2.85829
C: -1.81981 -0.67699 -3.28887
C: -0.60446 0.24082 -3.16170
N: 0.10713 0.07434 -1.88049
H: -2.78323 1.05500 0.26256
H: -2.10647 1.50144 -1.15254
H: -4.38313 0.41550 -1.17666
H: -3.44419 -1.06950 -0.97413
H: -3.20676 0.97122 -3.24167
H: -3.95317 -0.61880 -3.31927
H: -1.91390 -0.97093 -4.33401
H: -1.63178 -1.57935 -2.70137
H: -0.89858 1.28840 -3.27410
H: 0.09923 0.01555 -3.97485
H: 0.71782 0.91325 -1.80394
H: 0.68014 -0.78477 -1.98728
N: 1.67996 2.87790 1.18157
C: 0.38231 2.50317 1.20175
O: 0.04317 1.46310 0.50178
C: -0.57172 3.19566 1.95070
C: -1.84648 2.63835 1.96276
N: -2.83831 2.05348 1.87276
C: -0.30011 4.43353 2.55716
N: -0.08349 5.47368 2.98851
H: 2.30982 2.42254 0.53716
H: 1.96577 3.73248 1.63087
S: 2.92247 6.79525 -2.06409
C: 2.07514 5.27569 -2.01037
C: 2.78668 4.13591 -2.40895
C: 2.18669 2.90279 -2.30668
N: 0.94117 2.71772 -1.86144
C: 0.25809 3.80856 -1.51792
C: 0.76565 5.09087 -1.55751
C: 1.62686 7.97220 -1.67168
C: 0.59072 8.18591 -2.56691
C: -0.39912 9.08452 -2.19462
N: -0.37718 9.73940 -1.05170
C: 0.63228 9.56541 -0.22420
C: 1.67639 8.68458 -0.48558
H: 3.79036 4.23651 -2.78896
H: 2.72471 2.00321 -2.57894
H: -0.75909 3.64088 -1.18003
H: 0.15094 5.91864 -1.24088
H: 0.55689 7.67737 -3.51609
H: -1.23994 9.28468 -2.84167
H: 0.61099 10.14370 0.68942
H: 2.49302 8.56166 0.20689
O: -1.21502 -1.82648 -0.01541
S: -1.66741 -3.04960 0.81980
C: -3.45646 -3.11953 0.51149
C: -4.28347 -2.72072 1.55372
C: -5.65697 -2.69846 1.36605
C: -6.20152 -3.08271 0.14979
C: -5.37118 -3.50696 -0.87626
C: -3.99651 -3.53259 -0.69886
C: -1.18279 -4.49372 -0.13072
C: -0.92252 -4.43766 -1.48822
C: -0.54142 -5.59192 -2.14935
C: -0.43872 -6.78369 -1.45044
C: -0.72215 -6.83484 -0.09363
C: -1.08875 -5.68165 0.57804
H: -3.85418 -2.45154 2.50833
H: -6.30219 -2.39218 2.17387
H: -7.27145 -3.06776 0.00458
H: -5.79340 -3.83359 -1.81400
H: -3.35824 -3.87716 -1.49762
H: -0.97730 -3.49553 -2.01061
H: -0.32057 -5.55307 -3.20411
H: -0.12240 -7.67451 -1.96591
H: -0.64840 -7.76839 0.44309
H: -1.30058 -5.69669 1.63649